Below is C10H19N3O4 in the gas phase, with properties calculated with ωB97M-V/def2-TZVPD.

Cartesian coordinates (Å):
C1 4.07 0.71 0.10
C2 2.77 0.16 -0.41
C3 1.66 1.19 -0.41
C4 2.40 -1.10 0.36
C5 1.09 -1.83 0.01
N1 0.93 -2.07 -1.41
C6 -0.07 -1.16 0.69
O1 0.07 -0.57 1.76
N2 -1.29 -1.24 0.10
C7 -2.45 -0.67 0.74
C8 -2.32 0.86 0.94
C9 -2.00 1.67 -0.30
N3 -1.48 2.91 -0.12
O2 -2.18 1.25 -1.44
C10 -3.64 -0.98 -0.09
O3 -3.59 -1.43 -1.22
O4 -4.78 -0.55 0.50
H1 4.33 1.66 -0.38
H2 4.89 0.01 -0.06
H3 4.06 0.88 1.17
H4 2.93 -0.18 -1.43
H5 0.68 0.86 -0.87
H6 1.97 2.14 -0.97
H7 1.38 1.57 0.62
H8 2.43 -0.91 1.45
H9 3.19 -1.85 0.18
H10 1.15 -2.82 0.56
H11 0.24 -2.73 -1.71
H12 0.77 -1.21 -1.90
H13 -1.51 -1.69 -0.80
H14 -2.63 -1.06 1.73
H15 -3.23 1.27 1.38
H16 -1.44 1.02 1.57
H17 -1.57 3.36 0.74
H18 -1.34 3.44 -0.99
H19 -5.48 -0.90 -0.08

Properties
**Energy relative to the best compared isomer or geometry (same formula, charge and spin)**: 56.9 kJ/mol
**Kohn-Sham gap**: 9.650 eV
**Structure (SMILES)**: CC(C)C[C@H](N)C(=O)N[C@@H](CC(N)=O)C(=O)O
**Highest occupied orbital energy**: -9.06 eV
**M**: 245.28 g mol⁻¹
**E**: -857.73490 hartree